[1]
# C19H29N3OS

2 unconnected molecules or ions with the total composition C19H29N3OS in a non-equilibrium geometry (wB97M-V/def2-TZVPD, OMol25).

Last column: Mulliken charge in e.
Positions of all 53 atoms, in Å:
N1 -1.299 -0.575 4.599  -0.595
C1 -1.675 -0.955 3.306  0.458
C2 -1.989 -2.414 3.118  -0.934
C3 -3.133 -2.600 2.106  -1.221
C4 -4.369 -1.889 2.611  0.546
C5 -5.128 -2.489 3.611  -0.306
C6 -6.245 -1.839 4.116  -0.656
C7 -6.581 -0.585 3.626  -0.326
C8 -5.839 0.019 2.625  -0.739
C9 -4.728 -0.637 2.114  -0.124
N2 -0.642 -0.543 2.297  -0.401
C10 -1.035 0.369 1.615  0.601
S1 -1.449 1.550 0.684  -0.367
H1 -1.510 -1.302 5.270  0.311
H2 -1.743 0.284 4.899  0.271
H3 -1.097 -2.965 2.824  0.402
H4 -2.384 -2.772 4.065  0.336
H5 -2.861 -2.191 1.136  0.441
H6 -3.366 -3.654 1.979  0.425
H7 -4.821 -3.455 3.980  0.402
H8 -6.825 -2.325 4.882  0.380
H9 -7.440 -0.069 4.028  0.367
H10 -6.084 0.995 2.241  0.390
H11 -4.105 -0.223 1.337  0.345
C11 1.098 0.047 -2.536  -1.760
C12 2.310 0.341 -1.628  1.759
C13 2.195 1.753 -1.056  -0.704
C14 2.420 2.844 -2.099  -0.571
C15 3.754 2.644 -2.818  -1.286
C16 3.960 1.230 -3.376  1.635
N3 3.601 0.191 -2.364  0.455
O1 4.568 0.020 -1.536  -0.620
C17 3.136 1.039 -4.665  -1.724
C18 5.417 1.064 -3.791  -1.810
C19 2.235 -0.684 -0.504  -1.629
H12 0.225 -0.168 -1.920  0.421
H13 0.814 0.881 -3.174  0.276
H14 1.282 -0.824 -3.165  0.375
H15 2.924 1.879 -0.250  0.429
H16 1.210 1.849 -0.604  -0.179
H17 1.597 2.868 -2.819  0.285
H18 2.417 3.820 -1.608  0.420
H19 3.844 3.360 -3.638  0.383
H20 4.564 2.871 -2.118  0.395
H21 3.170 -0.001 -4.992  0.387
H22 3.554 1.651 -5.463  0.465
H23 2.094 1.334 -4.569  0.283
H24 6.104 1.305 -2.983  0.367
H25 5.633 1.739 -4.619  0.427
H26 5.619 0.044 -4.120  0.444
H27 2.291 -1.699 -0.900  0.459
H28 1.284 -0.575 0.019  0.218
H29 3.029 -0.558 0.229  0.395

The HOMO-LUMO gap comes out at 1.85 eV. As for the energy above the lowest of the compared OMol25 structures with the same formula, charge and spin: 209.2 kcal per mole. The electronic energy comes out at -37519.630 eV. As for the net charge: 0.

=====

[2]
# C17H22NO2SW

A molecular structure, C17H22NO2SW in a non-equilibrium geometry (wB97M-V/def2-TZVPD, OMol25).

Last column: Mulliken charge in e.
Positions of all 44 atoms, in Å:
W1 0.999 -0.298 -1.034  1.415
O1 1.494 -2.244 -1.381  -0.529
N1 0.503 -2.659 -2.202  0.206
C1 -0.198 -3.878 -1.852  -0.165
C2 -1.142 -4.338 -2.715  -0.664
C3 -1.391 -3.711 -3.936  -0.137
C4 -0.552 -2.605 -4.329  -0.659
C5 0.306 -2.005 -3.370  0.836
S1 0.801 -0.283 -3.444  -0.204
H1 0.270 -4.358 -1.011  0.477
H2 -1.864 -5.098 -2.410  0.412
H3 -2.153 -4.091 -4.567  0.464
H4 -0.573 -2.337 -5.395  0.421
C6 -2.584 1.091 -0.230  -1.187
C7 -1.724 2.418 -0.216  0.521
C8 -1.650 3.160 -1.506  -1.308
C9 -0.478 2.238 0.655  0.312
C10 0.217 3.418 0.936  -0.745
C11 1.413 3.427 1.652  -1.022
C12 1.781 2.245 2.231  -0.697
C13 1.043 1.102 2.252  -0.008
C14 1.528 -0.121 3.128  0.474
C15 2.220 -1.205 2.296  -1.039
C16 0.440 -0.906 3.783  -1.681
C17 0.056 1.050 1.224  0.946
O2 -0.035 -0.183 0.614  -0.887
H5 -2.956 0.909 0.777  0.358
H6 -2.021 0.201 -0.556  0.128
H7 -3.470 1.335 -0.900  0.452
H8 -2.263 3.116 0.412  0.422
H9 -2.307 2.817 -2.303  0.327
H10 -0.569 3.226 -1.803  0.331
H11 -1.901 4.203 -1.327  0.371
H12 -0.199 4.390 0.660  0.452
H13 2.045 4.291 1.821  0.454
H14 2.763 2.145 2.721  0.443
H15 2.123 0.464 3.928  0.503
H16 2.251 -2.086 2.986  0.443
H17 3.225 -1.010 1.954  0.264
H18 1.513 -1.411 1.426  0.124
H19 0.970 -1.444 4.605  0.499
H20 -0.084 -1.591 3.195  0.306
H21 -0.211 -0.122 4.165  0.425
H22 2.363 0.737 -0.936  0.146

The HOMO-LUMO gap (spin up / spin down) comes out at 4.90 / 4.65 eV. As for the energy above the lowest of the compared OMol25 structures with the same formula, charge and spin: 0.0 kcal per mole. As for the spin multiplicity: 2. The electronic energy comes out at -36208.657 eV. As for the net charge: +2.

=====

[3]
# C8H9FN2O

C8H9FN2O in the gas phase in a non-equilibrium geometry (wB97M-V/def2-TZVPD, OMol25).

Last column: Mulliken charge in e.
Positions of all 21 atoms, in Å:
C1 -2.500 -0.722 -1.748  -0.495
C2 -2.188 0.589 -2.168  -0.531
C3 -1.994 -1.234 -0.583  -0.724
C4 -1.207 1.300 -1.458  -0.570
C5 -1.154 -0.550 0.272  0.804
C6 -0.636 0.665 -0.346  0.509
C7 -0.745 -0.842 1.581  -0.617
C8 3.531 -0.109 1.437  -0.524
N1 0.601 1.069 0.086  0.120
N2 1.318 0.367 0.843  -0.318
O1 2.647 0.444 0.505  -0.314
F1 -0.410 0.165 2.473  -0.242
H1 -2.995 -1.398 -2.366  0.419
H2 -2.405 0.838 -3.237  0.273
H3 -2.288 -2.161 -0.216  0.387
H4 -0.874 2.307 -1.705  0.347
H5 -0.998 -1.727 2.126  0.437
H6 3.036 -0.949 2.100  0.219
H7 3.886 0.603 2.081  0.291
H8 4.325 -0.555 0.799  0.213
H9 1.051 1.900 -0.475  0.316

The HOMO-LUMO gap (spin up / spin down) comes out at 6.94 / 7.62 eV. As for the energy above the lowest of the compared OMol25 structures with the same formula, charge and spin: 136.9 kcal per mole. The electronic energy comes out at -16181.097 eV. As for the net charge: 0.

=====

[4]
# ClO4Sr3

A molecular structure, ClO4Sr3 in a non-equilibrium geometry (wB97M-V/def2-TZVPD, OMol25).

Last column: Mulliken charge in e.
Positions of all 8 atoms, in Å:
Sr1 -0.110 0.004 -5.651  2.005
Sr2 0.185 1.549 -1.514  1.736
Sr3 -0.562 2.547 1.046  1.894
Cl1 0.135 -0.905 1.260  1.328
O1 -0.515 0.276 2.015  -0.643
O2 -0.511 -0.764 -0.093  -0.577
O3 1.475 -0.536 1.157  -0.366
O4 -0.098 -2.171 1.781  -0.378

The HOMO-LUMO gap comes out at 4.22 eV. As for the energy above the lowest of the compared OMol25 structures with the same formula, charge and spin: 136.9 kcal per mole. The electronic energy comes out at -23141.357 eV. As for the net charge: +5.

=====

Question: Which of these has the lowest electronic energy?
Answer: C19H29N3OS